(1)
Density functional theory data (ωB97M-V with the def2-TZVPD basis set) for a 2-piece molecular cluster, C2H3N2O2S overall.

## Properties
* charge: -1
* strongest force on any atom: 3.37 eV Å⁻¹
* highest occupied orbital energy (alpha / beta): -4.36 / -2.24 eV
* spin multiplicity: 1
* electronic energy: -20032.3993 eV
* Kohn-Sham gap (alpha / beta): 0.294 / 0.194 Ha

Geometry as XYZ:
```
10
Properties=species:S:1:pos:R:3:forces:R:3
S -2.3190 -1.0025 -1.5026 -0.1 0.2 -0.2
O -3.4158 -1.8530 -2.0501 -0.1 -0.1 0.0
O -1.3445 -1.7445 -0.6281 -0.1 -0.5 -0.1
N 2.1180 2.8651 1.1971 0.5 2.0 0.7
N 0.1801 -0.0599 0.5665 -0.4 3.3 0.7
C 1.7152 1.8183 0.9601 -0.1 0.1 -0.3
C 1.4283 0.5783 0.5021 -1.9 -2.5 0.2
H 2.2800 -0.1002 0.4374 -0.3 0.1 -0.3
H -0.8129 0.3830 0.4599 2.9 -0.6 0.3
H 0.1708 -0.8846 0.0575 -0.5 -2.1 -1.0
```
Forces are in eV/Å.

(2)
Density functional theory data (ωB97M-V with the def2-TZVPD basis set) for C27H30AsAuIN4O6 as an isolated structure.

## Properties
* charge: +1
* strongest force on any atom: 0.79 eV Å⁻¹
* highest occupied orbital energy (alpha / beta): -10.72 / -10.72 eV
* spin multiplicity: 3
* electronic energy: -119356.8892 eV
* Kohn-Sham gap (alpha / beta): 0.327 / 0.194 Ha

Geometry as XYZ:
```
70
Properties=species:S:1:pos:R:3:forces:R:3
Au 2.0832 -0.6724 0.4876 0.4 -0.4 -0.3
I 1.0701 6.5974 5.3796 0.0 0.2 0.1
As 3.6808 -1.8471 -2.1399 -0.4 0.3 0.3
O -0.5754 1.3817 -1.4291 -0.1 0.0 -0.1
O 2.1765 -1.3928 -1.5126 0.3 -0.1 0.0
O 2.3820 -2.8160 1.0053 0.0 0.1 -0.2
O 2.3515 1.5421 0.6501 -0.2 0.0 0.0
O 1.9298 0.2850 2.3892 0.0 0.0 0.0
O -1.0823 -2.1199 1.4401 -0.2 0.0 0.1
N -2.6311 -0.9302 0.2351 0.2 0.1 0.2
N 0.7940 -4.3477 1.4860 0.1 0.0 0.0
N -0.4368 -0.3357 0.1512 -0.4 0.1 -0.1
N 1.3761 -2.7475 3.0437 0.1 -0.1 -0.1
C 3.3921 -2.3707 -3.9431 -0.1 -0.1 -0.2
C -3.2551 -0.0466 -1.9462 0.1 0.0 0.2
C 0.6540 -4.7855 0.1092 0.0 0.0 0.0
C 1.8499 2.6531 2.7024 0.0 -0.1 0.0
C -4.9631 0.1329 -3.6363 0.0 0.0 0.1
C -2.7490 0.2363 -0.5717 -0.8 -0.1 -0.1
C 1.2444 3.6490 4.8045 0.0 0.0 -0.1
C -4.4643 0.4841 -2.3887 0.0 0.0 -0.1
C -4.2523 -0.7349 -4.4480 0.0 0.0 0.0
C -3.8140 2.6727 2.0907 0.0 -0.1 -0.1
C -2.5524 -0.9345 -2.7646 -0.1 0.0 0.0
C 2.0125 3.9137 2.1398 0.0 0.0 0.0
C -3.5838 3.8492 -0.0051 0.0 0.0 0.1
C -3.8899 3.8475 1.3537 0.0 0.1 0.0
C 1.4081 4.9063 4.2343 0.0 -0.2 -0.1
C 4.5169 -3.3005 -1.2360 0.0 -0.1 0.1
C 2.0615 1.4492 1.8727 0.1 0.2 0.2
C 1.4667 2.5214 4.0324 0.0 0.0 0.0
C -0.9103 0.5261 -0.6913 0.7 0.1 0.1
C -1.3733 -1.2103 0.6951 0.2 -0.1 -0.1
C -3.0434 -1.2687 -4.0109 0.0 0.0 0.0
C 4.8632 -0.3534 -2.0811 0.1 0.1 0.0
C -3.4390 1.4934 1.4730 0.0 0.1 0.0
C 1.5302 -3.2783 1.8084 -0.2 0.0 0.4
C -3.1608 1.4761 0.1006 0.2 0.0 0.0
C 1.7939 5.0462 2.9061 0.0 -0.1 0.0
C -3.2096 2.6766 -0.6263 0.0 0.0 0.0
H -2.9268 2.6793 -1.6707 0.0 0.0 0.0
H 1.1276 -4.0489 -0.5369 0.0 0.0 0.0
H 0.9474 3.5555 5.8390 0.0 0.0 0.0
H 5.4339 -3.5308 -1.7783 0.0 -0.1 0.1
H 1.3444 1.5340 4.4544 0.0 0.0 0.0
H 0.4878 -2.8546 3.5046 0.0 0.0 0.0
H 1.1168 -5.7596 -0.0485 0.0 0.0 0.0
H -3.4261 -1.4704 0.5352 0.0 -0.1 -0.1
H 1.9204 6.0290 2.4757 0.0 0.0 0.0
H 2.6829 -3.1978 -3.9386 0.0 0.0 -0.1
H 4.7347 -3.0245 -0.2067 0.0 0.0 0.0
H -4.0452 2.6766 3.1462 0.0 0.0 0.0
H 4.3249 -2.6882 -4.4058 0.0 0.0 0.0
H -4.1765 4.7699 1.8405 0.0 0.0 0.0
H 5.7576 -0.5658 -2.6654 0.0 0.0 0.0
H -5.9092 0.5372 -3.9682 0.0 0.0 0.0
H 1.8325 -1.8591 3.1881 0.0 0.0 0.0
H -4.6392 -1.0024 -5.4219 0.0 0.0 0.0
H 2.9709 -1.5267 -4.4861 0.0 0.0 0.0
H 2.3057 3.9976 1.1025 0.0 0.0 0.0
H 5.1357 -0.1577 -1.0450 0.0 0.0 0.0
H -3.6229 4.7700 -0.5697 0.0 0.0 0.0
H -1.6119 -1.3536 -2.4274 0.0 0.0 0.0
H 0.0980 -4.6479 2.1469 0.0 0.0 0.0
H -0.4038 -4.8457 -0.1429 0.0 0.0 0.0
H -2.4887 -1.9459 -4.6452 0.0 0.0 0.0
H 3.8468 -4.1582 -1.2428 0.0 0.0 0.0
H 4.3387 0.5098 -2.4872 0.0 0.0 0.0
H -3.3771 0.5802 2.0482 0.0 0.0 0.0
H -5.0308 1.1516 -1.7541 0.0 0.0 0.0
```
Forces are in eV/Å.

(3)
Density functional theory data (ωB97M-V with the def2-TZVPD basis set) for C16H41AlBrFO5PS3 as an isolated structure.

## Properties
* charge: -1
* strongest force on any atom: 1.50 eV Å⁻¹
* highest occupied orbital energy: -3.97 eV
* spin multiplicity: 1
* electronic energy: -148647.7371 eV
* Kohn-Sham gap: 0.224 Ha

Geometry as XYZ:
```
69
Properties=species:S:1:pos:R:3:forces:R:3
Br -0.5672 -0.0085 3.3700 -0.1 -0.3 0.2
S 1.0400 -4.5986 0.7256 -0.1 0.0 0.1
S 3.4537 -2.2813 4.9962 0.2 0.2 0.0
S 2.0145 0.4902 -5.1694 0.0 0.1 0.1
P -1.8661 0.8745 1.7487 -0.4 0.8 0.2
Al -1.1033 0.0366 -0.3565 0.3 -0.7 -1.3
F 3.6414 0.3431 -0.1181 0.1 -0.1 -0.1
O -0.8408 1.5285 -1.3914 -0.4 -0.6 0.6
O 2.2954 -3.9567 0.2529 0.2 -0.1 0.0
O 1.2608 -0.7770 -4.9868 0.0 0.0 -0.1
O 2.2119 -2.6963 4.2986 0.1 0.1 0.3
O -3.3704 0.1372 2.0328 0.0 0.4 -0.4
C -4.0062 3.8373 0.4818 0.5 -0.2 -0.1
C 0.8017 1.8171 -5.2529 -0.1 0.0 0.0
C 0.5555 -1.0974 -0.2619 0.1 1.1 0.6
C -3.1401 2.4035 -1.3811 -0.5 0.2 -0.4
C 0.9064 -4.2507 2.4839 -0.1 -0.2 -0.2
C -2.5552 -1.0854 -1.2347 0.6 0.5 0.2
C -4.3580 2.5600 -2.3165 0.0 0.1 0.4
C 1.6524 -0.7057 0.7707 0.1 -0.9 -1.0
C 3.0642 -0.9049 0.2300 -0.1 0.2 0.3
C -2.8627 3.6639 -0.5548 -0.7 0.0 0.3
C 3.0297 -0.8710 6.0293 0.0 0.1 0.0
C -2.6465 4.9260 -1.4099 -0.1 -0.4 0.3
C 1.4018 -6.3540 0.9085 0.0 -0.1 0.0
C -1.9259 1.9516 -2.1706 0.9 0.4 0.0
C 4.4310 -1.3500 3.8080 0.0 0.1 0.0
C 2.6671 0.9710 -3.5652 -0.1 -0.1 0.2
H 0.1373 1.7540 -4.3893 0.0 0.0 0.0
H -3.6272 3.6068 1.4745 0.0 0.0 0.2
H -5.2366 2.1384 -1.8396 -0.2 -0.1 0.0
H 3.4202 0.2427 -3.2714 0.0 0.0 0.0
H 2.2980 -6.4818 1.5165 0.0 0.1 0.0
H 3.0774 -1.5361 -0.6502 0.0 0.0 -0.2
H 5.3000 -0.9228 4.3096 0.0 0.0 0.0
H -2.1965 1.2008 -2.9185 -0.2 -0.2 0.0
H -2.8539 -1.8959 -0.5745 -0.3 -0.1 0.1
H -4.5929 3.5986 -2.5310 0.0 0.2 -0.2
H -4.3956 4.8483 0.4944 -0.2 0.2 0.0
H 1.8593 0.9819 -2.8302 0.0 0.0 0.0
H -1.5958 2.8318 -2.7480 0.0 0.0 -0.2
H 0.5500 -6.8513 1.3731 0.0 0.0 0.0
H -3.9963 0.8770 1.9395 0.2 -0.5 0.4
H 2.5164 -0.1208 5.4271 0.0 0.0 0.0
H -2.8225 4.7143 -2.4593 0.2 0.1 -0.2
H 1.0250 -1.0998 -1.2462 -0.1 0.0 -0.3
H 2.3691 -1.2226 6.8188 0.0 0.0 0.0
H 1.5688 -6.7658 -0.0847 0.0 0.0 0.0
H 1.5640 -1.3792 1.6153 -0.1 0.2 0.4
H 3.7218 -1.3651 0.9687 0.1 0.1 0.0
H -3.4196 -0.5248 -1.5821 -0.3 -0.1 0.1
H -1.9739 3.4516 0.0283 0.3 0.0 -0.1
H 0.0734 -4.8182 2.9004 -0.1 0.0 0.0
H -4.2060 2.0308 -3.2509 0.0 -0.1 -0.2
H 1.8394 -4.5131 2.9824 -0.1 0.0 -0.1
H 0.7177 -3.1851 2.6043 0.0 -0.1 0.0
H 4.7571 -2.0390 3.0317 0.0 0.0 0.0
H 3.1250 1.9574 -3.6456 0.0 0.0 0.0
H 1.5619 0.3161 1.1152 0.1 0.3 0.2
H -1.6436 5.3061 -1.2647 0.2 0.1 -0.2
H -4.8092 3.1323 0.2938 -0.3 0.0 -0.1
H 0.2666 -2.1226 -0.0581 -0.2 -0.3 -0.1
H -2.0915 -1.5373 -2.1144 0.1 -0.1 -0.1
H 1.3178 2.7775 -5.2687 0.0 0.0 0.0
H -3.3435 5.7080 -1.1266 -0.1 0.2 0.0
H 0.2308 1.6918 -6.1710 0.0 0.0 0.0
H 3.8165 -0.5650 3.3660 -0.1 0.0 0.0
H -3.4324 1.6349 -0.6689 0.3 -0.4 0.2
H 3.9388 -0.4574 6.4671 0.0 0.0 0.0
```
Forces are in eV/Å.

(4)
Density functional theory data (ωB97M-V with the def2-TZVPD basis set) for a 9-piece molecular cluster, C45H57N9O16 overall.

## Properties
* strongest force on any atom: 18.16 eV Å⁻¹
* highest occupied orbital energy: -8.67 eV
* spin multiplicity: 1
* electronic energy: -93711.0481 eV
* Kohn-Sham gap: 0.156 Ha

Geometry as XYZ:
```
127
Properties=species:S:1:pos:R:3:forces:R:3
O 6.2564 0.0629 -2.9617 0.2 0.8 0.0
O -2.9166 4.9069 2.9533 1.3 -0.1 0.8
O -1.1056 -1.1051 1.6033 -1.2 2.3 0.7
O 0.5924 -0.0221 0.8053 -1.1 2.2 1.1
O 2.7834 4.4549 -3.4387 1.1 -1.1 -1.0
O -0.8696 -6.4411 5.0603 0.4 2.4 -3.5
O 1.9084 6.3849 -4.0487 0.1 -3.1 0.5
O -1.7346 4.3789 -4.9477 -0.4 0.3 0.5
O -5.0406 -1.2081 -2.3947 -0.1 -1.4 3.4
O -1.1996 -0.1531 -0.3117 -2.9 2.3 -1.8
O 2.8044 -0.1171 -4.0007 -1.2 1.5 0.5
O 3.5954 -1.5881 -5.3497 -2.4 0.1 1.4
O 3.8794 3.6499 6.7723 -4.5 -1.3 4.5
O 7.6094 1.7449 -2.7387 0.2 0.2 -0.3
O -1.8166 -5.6281 3.2183 3.0 0.5 1.3
O 5.4104 4.4749 5.6753 0.1 -2.5 -1.0
N -4.8676 -1.9131 -1.3987 0.6 0.6 -4.5
N -0.6956 -0.1941 0.7833 4.9 -7.0 -0.2
N 1.9024 5.2459 -3.4877 -1.8 3.9 2.2
N -2.1816 2.8189 3.2363 2.2 -0.2 1.7
N 6.5694 1.1709 -2.5387 -1.5 -0.8 1.5
N -1.1456 2.3829 -4.1847 2.4 -4.5 1.6
N 4.5954 3.5159 5.8863 4.4 4.4 -3.1
N 2.8024 -1.2341 -4.4177 4.2 -1.9 -1.7
N -0.7936 -5.7461 3.9583 -3.8 -4.0 2.8
C -5.5326 -1.6271 -0.1417 0.4 0.0 3.3
C -1.2316 6.0959 -1.0927 3.3 1.9 -1.4
C -1.4236 1.2309 -3.2267 -1.1 2.9 0.4
C 4.2194 0.3369 2.8603 -5.1 1.0 -0.1
C -2.9396 -2.6621 -2.7977 -0.7 -3.7 7.9
C -4.8816 -2.4691 1.0143 10.4 4.5 -14.2
C -3.3266 2.1399 2.6903 1.1 1.5 1.7
C 2.1854 -2.2621 -3.6477 -3.5 -5.6 5.4
C 3.0094 2.0099 4.5983 5.2 -2.8 -3.9
C 1.5204 -4.8161 -2.9717 1.1 8.3 0.9
C 4.1704 1.1849 -1.2317 3.5 0.6 -1.7
C 6.0954 2.9409 -0.6977 -2.3 0.7 0.4
C -3.9546 -3.1011 -1.7117 0.9 -1.9 -1.3
C -2.0176 4.1729 3.3923 -2.6 0.6 -1.7
C 0.5544 3.6959 -1.7627 -6.4 9.1 3.3
C 5.1134 3.7339 0.1643 -1.6 -6.6 -3.0
C -1.8696 3.4619 -4.1607 -2.2 0.9 0.7
C 0.0804 2.1539 -4.9577 -0.2 0.1 2.0
C -4.7806 -4.1951 -2.4387 -4.4 -1.8 3.5
C 4.4564 2.4879 4.9223 -0.4 -5.6 -3.6
C 0.4814 -3.9821 2.7923 10.0 -3.0 2.9
C -6.9536 -2.0731 -0.2377 0.9 -0.6 -2.2
C 1.5134 -1.8691 -2.1617 -0.2 -5.5 -3.0
C 2.8894 0.9469 3.4503 4.4 2.6 2.5
C -3.3036 -3.6751 -0.4047 -4.4 -0.1 -1.6
C 5.6894 1.7629 4.3113 -2.4 2.2 1.2
C 3.0704 -4.9811 3.8293 -6.6 -1.3 -0.3
C 5.4524 0.7759 3.2153 3.3 1.0 2.6
C 2.2254 -3.8271 -3.9187 -0.7 4.7 2.9
C -1.0066 2.0209 3.6983 -5.5 -1.8 3.6
C 3.0504 -3.8901 2.9923 -2.4 0.9 -0.2
C 5.5944 1.8169 -1.5837 -3.0 0.6 4.1
C -5.2866 -0.1091 0.1643 0.3 2.0 -1.6
C -0.5856 3.6389 -0.6657 2.7 5.0 -3.2
C 0.4714 -5.2631 3.6393 5.0 3.6 -1.2
C -0.2306 6.3459 -2.2727 1.4 -7.8 4.3
C 0.9694 -4.4131 -1.7377 -1.4 3.8 1.1
C 3.6894 2.9799 0.2443 4.2 5.5 1.1
C 0.8364 -2.8981 -1.3197 3.0 0.4 -3.2
C -4.3086 -3.9071 0.6383 -3.7 -0.2 1.4
C 0.8104 5.0699 -2.4117 -5.0 0.5 0.7
C -1.2996 4.9689 -0.2687 6.8 -3.8 -8.2
C 3.2894 1.8429 -0.3257 -1.3 -2.7 -2.2
C 1.7464 -5.7591 4.2203 0.4 3.2 -2.9
C 1.7634 -3.2471 2.4803 -0.4 -2.2 1.1
H -3.5086 1.1949 3.0513 -0.3 -2.0 2.6
H -0.7856 2.3229 4.7353 -0.1 -0.6 -0.2
H 1.1144 2.9549 -2.0247 3.3 -4.6 -1.4
H -7.2926 -1.6131 -1.1047 -1.8 1.7 -1.1
H 2.1364 1.4829 -0.2127 3.1 0.6 -0.1
H -2.3996 -1.9191 -2.4797 3.1 4.4 1.8
H 0.8874 2.7499 -4.5747 0.4 0.5 0.3
H 4.0664 -3.5171 2.8343 -0.6 0.6 -0.5
H -0.2866 2.3239 3.1583 5.7 1.7 -4.0
H 3.0364 -4.0081 -4.6397 -1.0 -0.8 -0.1
H -3.9586 -1.7931 1.0693 -0.9 -1.5 1.8
H 1.9134 0.7969 2.9903 0.3 -0.5 0.2
H -0.3446 -3.6091 2.5093 -6.1 2.7 -2.0
H 1.6444 -0.8911 -1.8257 -0.2 1.5 0.4
H -7.4326 -1.9441 0.6663 -1.2 0.7 1.6
H -0.6396 0.7099 -2.7087 1.1 0.3 -0.3
H -0.7616 2.7339 -0.1307 -0.1 -0.5 0.2
H -5.6426 -4.7221 -1.6587 2.6 1.4 -1.6
H 6.4264 0.2959 2.7873 -2.1 0.9 0.7
H -2.6136 -3.0791 -0.0517 3.2 4.3 1.9
H 0.0094 2.3429 -5.9677 -0.6 0.5 -2.2
H -5.3376 -2.7711 1.6793 -9.0 -2.9 12.3
H 0.3744 1.1329 -4.8027 0.1 -0.5 -0.1
H -1.9456 4.8059 0.4083 -4.7 -0.3 5.2
H -1.1376 0.9229 3.5763 -0.1 0.8 0.2
H -4.2046 2.6749 2.6763 -1.8 1.6 0.3
H 1.6714 -5.7441 -3.2097 0.6 -5.3 -1.1
H 6.7604 2.1249 4.8043 -3.0 -1.2 -1.9
H 1.8204 -2.2121 1.8793 -0.5 -2.6 1.5
H -5.1416 -4.8101 0.5233 1.7 2.6 -0.6
H 3.8754 0.2039 -1.7457 0.6 1.8 0.6
H 0.4194 -2.4661 -0.3407 0.6 -1.2 -1.4
H -2.0406 1.6499 -2.4067 0.2 -0.3 -0.4
H -4.1696 0.0829 0.2443 -1.2 -0.4 0.2
H -5.5686 0.5429 -0.7407 0.1 -1.1 1.2
H 3.9614 -5.3511 4.1813 1.8 -0.9 0.8
H -4.2506 -5.0901 -2.7517 0.6 0.5 -0.2
H -2.0096 0.5479 -3.7607 -0.9 -1.3 -0.7
H 7.2024 3.2289 -0.6677 -1.9 -0.4 -0.5
H 0.4724 -5.0181 -0.8987 1.1 0.1 -1.9
H -2.7116 3.3049 -3.3127 1.3 1.0 -1.6
H -1.6456 6.9839 -0.5807 -0.4 -0.3 -1.1
H 2.1804 2.4169 5.1143 -0.7 0.4 0.2
H -7.0766 -3.0801 -0.5657 0.4 -1.3 0.4
H 5.3504 4.6339 0.7333 -0.1 -0.5 -0.2
H -5.8016 0.4099 1.0323 0.5 -1.5 -0.8
H -2.2676 -3.4451 -2.9707 1.5 -1.9 1.3
H 4.0714 -0.4311 2.0213 0.3 1.3 1.4
H -3.1726 1.7889 1.7723 1.1 -0.4 -4.7
H 2.9604 3.5779 0.7553 -0.3 0.1 0.5
H -3.0546 -2.6221 -3.7097 -3.6 1.5 -9.2
H -1.0756 4.6539 3.8453 -1.0 -1.4 -0.4
H 1.8554 -6.6941 4.7673 -0.4 0.4 0.0
H 0.0104 7.1199 -2.9557 -0.4 1.0 -0.1
H -5.5276 -3.8771 -3.1547 0.6 0.6 -0.7
H -4.0746 -4.1711 1.6713 1.6 -0.4 -0.4
H -2.6976 -4.4621 -0.4327 2.0 -4.1 -1.9
```
Forces are in eV/Å.

Q: electronic energy of number 1 (C2H3N2O2S)?
A: -20032.3993 eV